Formula: C16H19N3O3ReSi
Source: the OMol25 dataset
Level of theory: ωB97M-V/def2-TZVPD

CARTESIAN COORDINATES (ANGSTROEM)
Re -0.07 0.27 -1.13
O 5.12 2.16 -0.39
C 4.52 2.94 -1.29
C 5.26 4.03 -1.77
C 4.70 4.87 -2.70
C 3.40 4.67 -3.19
C 2.66 3.62 -2.74
C 3.20 2.72 -1.77
C 2.44 1.64 -1.31
O 1.16 1.47 -1.81
N 2.82 0.73 -0.45
N 1.81 -0.17 -0.27
C 1.97 -1.26 0.39
C 0.82 -2.14 0.38
C 0.78 -3.36 1.01
C -0.36 -4.15 0.88
C -1.42 -3.68 0.12
C -1.32 -2.44 -0.49
N -0.23 -1.67 -0.36
H 4.55 1.43 -0.11
H 6.26 4.18 -1.39
H 5.28 5.71 -3.06
H 2.98 5.35 -3.93
H 1.66 3.45 -3.11
H 2.91 -1.50 0.87
H 1.63 -3.70 1.58
H -0.42 -5.11 1.36
H -2.32 -4.26 -0.02
H -2.12 -2.05 -1.10
C -4.42 -0.51 -1.60
Si -3.52 1.10 -1.53
C -3.84 2.12 -0.03
C -3.41 2.01 -3.13
O -1.78 0.58 -1.27
H -5.47 -0.29 -1.80
H -4.39 -1.05 -0.66
H -4.08 -1.15 -2.41
H -4.87 2.48 -0.06
H -3.19 3.00 0.02
H -3.73 1.55 0.89
H -4.41 2.36 -3.41
H -3.05 1.37 -3.94
H -2.77 2.89 -3.05

- <S²>: 0.756
- Multiplicity: 2
- HOMO level (alpha / beta): -14.1 / -14.1 eV
- LUMO level (alpha / beta): -8.99 / -9.04 eV
- Gap between HOMO and LUMO (alpha / beta): 5.111 / 5.061 eV
- Net charge: +2

***

Formula: C16H20AsIN4O5ReS2
Source: the OMol25 dataset
Level of theory: ωB97M-V/def2-TZVPD

CARTESIAN COORDINATES (ANGSTROEM)
Re 0.20 -0.23 -0.04
N -0.56 -0.92 -4.47
C -0.45 -0.42 -3.22
S -0.03 -1.56 -1.96
N -0.70 0.82 -3.04
N -0.60 1.23 -1.75
C -0.73 2.48 -1.55
C -0.92 3.47 -2.64
C 0.10 4.36 -2.96
C -0.08 5.30 -3.97
C -1.28 5.35 -4.67
C -2.29 4.45 -4.36
C -2.11 3.51 -3.36
C -0.81 2.87 -0.13
C -0.86 4.19 0.28
C -1.06 4.47 1.62
C -1.25 3.43 2.50
C -1.18 2.13 2.01
N -0.93 1.85 0.73
H -0.23 -1.85 -4.66
H -0.68 -0.27 -5.23
H 1.05 4.30 -2.42
H 0.73 5.99 -4.22
H -1.42 6.09 -5.45
H -3.23 4.48 -4.92
H -2.90 2.80 -3.12
H -0.76 4.99 -0.45
H -1.10 5.50 1.96
H -1.44 3.61 3.55
H -1.32 1.29 2.67
I 2.49 0.90 -0.76
O -0.26 -1.96 2.87
S -0.50 -2.23 1.46
O -1.37 -1.14 0.83
O 0.85 -1.96 0.72
O -0.99 -3.54 1.18
C 2.88 -1.70 2.73
As 1.73 -0.20 3.05
C 3.04 1.23 3.20
C 1.09 -0.24 4.86
O 0.68 0.50 1.90
H 3.65 -1.63 3.50
H 3.33 -1.59 1.75
H 2.34 -2.63 2.79
H 4.06 0.84 3.25
H 2.83 1.82 4.09
H 2.95 1.87 2.32
H 1.96 -0.30 5.50
H 0.43 -1.08 5.00
H 0.56 0.69 5.05

- <S²>: 0.756
- Multiplicity: 2
- HOMO level (alpha / beta): -7.7 / -7.5 eV
- LUMO level (alpha / beta): -0.92 / -0.79 eV
- Gap between HOMO and LUMO (alpha / beta): 6.778 / 6.715 eV

***

Formula: C16H20B2MgO20
Source: the OMol25 dataset
Level of theory: ωB97M-V/def2-TZVPD

CARTESIAN COORDINATES (ANGSTROEM)
Mg 0.33 -0.28 -0.43
O 3.47 -2.13 1.97
C 2.68 -1.82 2.80
O 2.74 -1.97 4.10
B 1.43 -1.57 4.73
O 0.64 -1.03 3.58
C 1.33 -1.15 2.49
O 0.96 -0.84 1.38
O 1.64 -0.61 5.79
C 1.37 -1.19 6.97
O 1.56 -0.73 8.04
C 0.75 -2.58 6.65
O 0.73 -2.70 5.31
O 0.34 -3.37 7.43
O -5.10 5.67 -1.62
C -4.18 4.96 -1.85
O -3.07 4.83 -1.10
B -2.17 3.89 -1.74
O -2.86 3.38 -2.92
C -4.03 4.01 -3.06
O -4.81 3.85 -3.94
O -0.86 4.49 -2.07
C 0.12 3.78 -1.59
O 1.29 3.88 -1.81
C -0.53 2.65 -0.75
O -1.81 2.72 -0.87
O 0.09 1.74 -0.22
C 3.44 0.38 -0.48
O 2.19 0.22 -1.14
C 2.23 0.60 -2.53
C 0.96 0.11 -3.23
O -0.11 -0.02 -2.31
C -1.38 0.20 -2.93
H 3.95 1.28 -0.82
H 4.10 -0.47 -0.68
H 3.27 0.44 0.59
H 3.12 0.15 -2.97
H 2.30 1.69 -2.57
H 1.10 -0.82 -3.79
H 0.69 0.86 -3.98
H -1.65 -0.62 -3.60
H -1.40 1.17 -3.44
H -2.14 0.25 -2.15
C -2.31 -0.14 1.06
O -1.51 -0.87 0.13
C -1.75 -2.27 0.15
C -0.82 -2.92 -0.86
O 0.42 -2.25 -0.85
C 1.58 -3.09 -0.81
H -2.20 0.91 0.82
H -1.99 -0.34 2.08
H -3.36 -0.39 0.90
H -2.80 -2.46 -0.10
H -1.56 -2.65 1.16
H -1.25 -2.95 -1.87
H -0.73 -3.99 -0.62
H 2.44 -2.43 -0.79
H 1.58 -3.72 -1.70
H 1.57 -3.72 0.07

- Multiplicity: 1
- HOMO level: -9.8 eV
- LUMO level: -0.62 eV
- Gap between HOMO and LUMO: 9.224 eV

***

For reference, ΔE to the lowest compared entry with this formula, charge and spin by record: 0.000; 1.698; 0.000 eV.